# 1
DFT (ωB97M-V/def2-TZVPD) results for a single C7H9I2NO3S molecule.

Calculated values
Gap between HOMO and LUMO   0.309 hartree
Relative energy (zero: lowest compared OMol25 entry of this formula, charge and spin)   3.2 kcal/mol
SMILES   C[C@H]1N2C(=O)[C@@H](I)[C@@H]2S(=O)(=O)[C@]1(C)I
Charge   0
Largest force on an atom   0.0943 Eh/bohr
HOMO level   -9.89 eV
LUMO energy   -1.48 eV

The geometry in XYZ format:
```
23
C7H9I2NO3S | OMol25 | ωB97M-V/def2-TZVPD
C -0.9333 -1.8798 0.9786
C -0.5798 -0.4022 0.9143
N 0.8173 -0.0794 0.7744
C 1.8004 0.5225 1.5495
O 1.8607 0.7461 2.7153
C 2.5378 0.9885 0.2733
I 4.4308 0.2117 -0.1416
C 1.3428 0.3591 -0.4977
S -0.0759 1.4507 -0.9644
O -0.2122 1.6445 -2.4258
O 0.1325 2.6090 -0.1005
C -1.2825 0.2340 -0.3203
C -1.7136 -0.7124 -1.4798
I -3.1392 1.6943 0.3196
H -2.0381 -2.1656 0.7622
H -0.7026 -2.2118 2.0372
H -0.3474 -2.3852 0.3309
H -0.8190 0.2412 1.7348
H 2.7732 2.1022 0.0932
H 1.6675 -0.3227 -1.1820
H -1.1942 -0.2619 -2.3318
H -2.8000 -0.6740 -1.6495
H -1.5252 -1.7086 -1.3900
```



# 2
DFT (ωB97M-V/def2-TZVPD) results for a single C21H22N2O3S molecule.

Calculated values
Gap between HOMO and LUMO   0.315 hartree
Relative energy (zero: lowest compared OMol25 entry of this formula, charge and spin)   28.3 kcal/mol
SMILES   CC(C)N1C[C@H](C(=O)N(C)c2ccc(Sc3ccccc3)cc2)C(=O)C1=O
Charge   0
Largest force on an atom   0.0764 Eh/bohr
HOMO level   -8.60 eV
LUMO energy   -0.04 eV

The geometry in XYZ format:
```
49
C21H22N2O3S | OMol25 | ωB97M-V/def2-TZVPD
C -4.6407 -1.6337 -1.6863
C -4.2997 -3.0173 -1.1086
C -4.0282 -4.0441 -2.2293
N -3.1636 -2.8642 -0.1834
C -1.7825 -2.9809 -0.5775
C -0.9157 -2.6190 0.6447
C 0.2877 -3.5426 0.8636
O 0.0594 -4.7427 0.9030
N 1.6167 -3.1141 0.9591
C 2.7197 -4.0725 1.0563
C 1.9179 -1.7578 1.0054
C 2.3208 -1.0764 -0.1892
C 2.4771 0.3302 -0.1743
C 2.3202 1.0419 1.0050
S 2.6887 2.7933 1.0970
C 2.0055 3.3744 -0.4342
C 2.8390 3.8677 -1.4303
C 2.2766 4.3872 -2.6042
C 0.8626 4.4651 -2.7685
C 0.0252 4.0354 -1.7025
C 0.5856 3.5295 -0.5491
C 1.9549 0.3596 2.1697
C 1.7430 -1.0316 2.1814
C -1.9183 -2.7784 1.7670
O -1.6240 -2.6881 2.9591
C -3.3027 -2.8051 1.1958
O -4.3521 -2.7696 1.8166
H -5.4381 -1.7049 -2.4128
H -3.7712 -1.2078 -2.1816
H -4.9522 -0.9174 -0.8810
H -5.1611 -3.4065 -0.5912
H -4.0191 -5.0233 -1.8048
H -3.0658 -3.8975 -2.6888
H -4.8142 -3.9491 -2.9817
H -1.5808 -4.0264 -0.8819
H -1.5564 -2.3212 -1.4077
H -0.5960 -1.5849 0.5780
H 2.4405 -4.9681 1.5859
H 3.1175 -4.3018 0.0687
H 3.6058 -3.6931 1.5946
H 2.5119 -1.6657 -1.0683
H 2.8240 0.7886 -1.0903
H 3.9113 3.7475 -1.3642
H 2.9325 4.6885 -3.4071
H 0.4713 4.9645 -3.6686
H -1.0603 4.1058 -1.7410
H -0.0263 3.3157 0.3367
H 1.8149 0.9281 3.0943
H 1.5091 -1.4703 3.1314
```



# 3
DFT (ωB97M-V/def2-TZVPD) results for a molecular structure, C26H24I2N4O5S2Zr.

Calculated values
Gap between HOMO and LUMO   0.250 hartree
Relative energy (zero: lowest compared OMol25 entry of this formula, charge and spin)   0.0 kcal/mol
Charge   +2
Largest force on an atom   0.0132 Eh/bohr
HOMO level   -13.55 eV
LUMO energy   -6.75 eV

The geometry in XYZ format:
```
64
C26H24I2N4O5S2Zr | OMol25 | ωB97M-V/def2-TZVPD
Zr 0.8339 -2.1519 -1.5943
I -3.1862 2.1726 -1.1202
C -1.3061 2.0953 -2.0140
C -0.9055 3.1939 -2.7861
C 0.3432 3.2341 -3.3355
I 0.8852 4.9568 -4.3916
C 1.2433 2.1491 -3.1987
C 2.5531 2.1310 -3.7296
C 3.3457 1.0313 -3.5722
C 2.8312 -0.0803 -2.9154
N 1.6207 -0.1040 -2.3633
C 0.8106 1.0040 -2.4866
C -0.4514 1.0161 -1.8378
O -0.5415 -2.0510 -2.6622
H -1.5840 4.0244 -2.9212
H 2.9280 2.9994 -4.2547
H 4.3496 1.0032 -3.9712
H 3.4398 -0.9718 -2.7970
C -3.4015 0.8123 3.7187
C -1.9547 1.2375 3.9821
C -0.9403 0.3119 3.3194
N -1.1533 0.2086 1.8545
C -0.3723 0.5032 0.8583
S -0.8776 -0.2665 -0.7122
N 0.7358 1.2155 0.8772
C 1.3399 2.0159 1.9918
O 2.4434 1.7199 2.3118
C 0.4997 3.1126 2.4858
C 0.8141 3.6532 3.7313
C 0.0551 4.6868 4.2509
C -1.0085 5.2003 3.5160
C -1.3103 4.6796 2.2616
C -0.5645 3.6351 1.7484
H -4.0810 1.4158 4.3175
H -3.5642 -0.2344 3.9860
H -3.6825 0.9607 2.6725
H -1.7507 1.2124 5.0532
H -1.7991 2.2620 3.6443
H -1.0670 -0.6990 3.7087
H 0.0843 0.6134 3.5188
H -2.0274 -0.2339 1.5976
H 1.3542 1.0997 0.0864
H 1.6527 3.2522 4.2877
H 0.2959 5.0971 5.2218
H -1.6002 6.0141 3.9139
H -2.1266 5.0946 1.6851
H -0.7945 3.2426 0.7660
N -1.4316 -6.6011 -3.5369
C -0.5812 -5.9823 -2.7015
C 0.7265 -5.6584 -3.1162
C 1.5904 -5.0241 -2.2594
C 1.1834 -4.6648 -0.9603
C -0.1194 -4.9970 -0.5404
C -0.9815 -5.6324 -1.3931
S 2.2575 -3.7179 0.0871
O 3.0000 -2.9710 -0.9698
O 1.2247 -2.7076 0.5753
O 2.9803 -4.4041 1.0866
H -1.1417 -6.8859 -4.4553
H -2.3506 -6.8668 -3.2310
H 1.0531 -5.9240 -4.1130
H 2.6041 -4.8129 -2.5747
H -0.4393 -4.7477 0.4625
H -1.9830 -5.8777 -1.0639
```



# 4
DFT (ωB97M-V/def2-TZVPD) results for a single C4H6BrN3S molecule.

Calculated values
Gap between HOMO and LUMO   0.302 hartree
Relative energy (zero: lowest compared OMol25 entry of this formula, charge and spin)   119.0 kcal/mol
Charge   0
Largest force on an atom   0.0931 Eh/bohr
HOMO level   -7.87 eV
LUMO energy   0.35 eV

The geometry in XYZ format:
```
15
C4H6BrN3S | OMol25 | ωB97M-V/def2-TZVPD
C -0.4862 -1.7334 0.1135
C 1.4917 0.2026 1.1663
C 0.9102 -2.1611 0.5258
C -0.9666 -0.4981 -0.2401
N 0.7241 1.0421 0.4961
N -0.3794 0.7846 -0.3491
N -1.1503 1.9291 -0.5261
S 2.2044 -2.0452 -0.5940
Br -2.9219 -0.3114 -0.3846
H -0.9895 -2.6447 0.2719
H 2.3510 0.6899 1.6248
H 0.8521 1.9877 0.5380
H -1.6885 2.0510 0.3300
H -1.7060 1.9657 -1.3006
H 1.7549 -1.2588 -1.6717
```